# 1
The following is a quantum chemistry calculation of a cluster of 8 separate species, C37H89N2O17P in total at a distorted geometry, from the OMol25 dataset.

Cartesian coordinates (Å):
C -2.312 0.840 -2.816
C -2.887 1.263 -1.461
C -3.009 0.074 -0.491
C -2.939 0.547 0.968
C -1.519 0.649 1.591
C -0.352 0.558 0.607
C 0.967 0.797 1.373
C 2.196 0.958 0.469
C 2.423 -0.230 -0.464
C 2.679 -1.569 0.237
C 3.420 -2.562 -0.669
C 2.712 -2.853 -1.984
C 1.497 -3.801 -1.849
C 0.139 -3.179 -2.247
C -0.384 -3.635 -3.633
C -0.292 -2.524 -4.695
C -1.641 -1.968 -5.163
C -1.573 -0.585 -5.807
N -0.698 -0.518 -6.985
C 0.691 -0.194 -6.679
C 0.932 1.185 -6.039
O 0.886 1.174 -4.606
C 2.129 1.131 -3.983
N 2.967 0.014 -4.466
C 3.870 0.208 -5.268
O 4.679 0.282 -6.097
P 3.067 2.769 -4.125
C 3.500 3.007 -2.373
O 1.821 3.827 -4.353
H -2.797 -0.082 -3.145
H -2.451 1.605 -3.580
H -1.245 0.620 -2.724
H -2.237 2.028 -1.029
H -3.875 1.704 -1.608
H -2.275 -0.702 -0.714
H -3.988 -0.376 -0.652
H -3.428 1.523 1.015
H -3.550 -0.112 1.590
H -1.443 1.629 2.067
H -1.401 -0.119 2.356
H -0.437 1.286 -0.197
H -0.274 -0.432 0.149
H 0.848 1.731 1.931
H 1.103 -0.025 2.078
H 2.012 1.834 -0.154
H 3.092 1.181 1.055
H 3.302 -0.020 -1.088
H 1.566 -0.314 -1.138
H 1.737 -2.007 0.582
H 3.295 -1.381 1.122
H 4.408 -2.134 -0.872
H 3.589 -3.478 -0.096
H 2.396 -1.928 -2.471
H 3.438 -3.305 -2.665
H 1.695 -4.686 -2.456
H 1.429 -4.159 -0.818
H 0.220 -2.090 -2.212
H -0.595 -3.470 -1.490
H 0.268 -4.447 -3.958
H -1.408 -4.001 -3.559
H 0.292 -1.687 -4.302
H 0.247 -2.879 -5.579
H -2.282 -1.865 -4.278
H -2.157 -2.674 -5.819
H -2.584 -0.333 -6.140
H -1.313 0.148 -5.035
H -1.047 0.202 -7.606
H 1.242 -0.210 -7.624
H 1.158 -0.947 -6.055
H 0.150 1.868 -6.383
H 1.882 1.599 -6.395
H 1.936 0.957 -2.923
H 2.665 2.796 -1.698
H 4.335 2.356 -2.116
H 3.794 4.047 -2.229
H 2.099 4.455 -5.027
C 3.386 -4.415 -6.427
C 2.875 -3.530 -7.543
O 3.209 -2.166 -7.278
O 2.846 -4.018 -5.175
H 3.096 -5.453 -6.597
H 4.483 -4.362 -6.382
H 1.786 -3.571 -7.581
H 3.276 -3.842 -8.512
H 4.160 -2.070 -7.402
H 2.816 -3.051 -5.177
C 0.880 -2.937 4.776
C 1.029 -1.521 5.289
O 0.065 -0.689 4.640
O 1.014 -2.954 3.362
H 1.641 -3.592 5.202
H -0.111 -3.329 5.045
H 2.006 -1.122 5.020
H 0.916 -1.471 6.375
H -0.802 -0.935 4.983
H 0.585 -2.147 3.049
C -1.664 3.756 5.784
C -2.419 3.626 4.481
O -2.811 2.262 4.292
O -0.516 2.914 5.787
H -1.322 4.781 5.936
H -2.315 3.475 6.621
H -1.769 3.881 3.645
H -3.296 4.280 4.461
H -3.504 2.069 4.933
H -0.761 2.099 5.325
C -2.686 -0.476 8.253
C -2.557 0.947 8.748
O -3.524 1.779 8.097
O -2.513 -0.526 6.844
H -1.929 -1.117 8.705
H -3.678 -0.871 8.510
H -1.582 1.353 8.479
H -2.679 1.000 9.834
H -4.396 1.544 8.431
H -2.928 0.273 6.495
C 2.669 2.127 7.513
C 3.831 3.084 7.367
O 4.254 3.135 6.003
O 3.031 0.829 7.058
H 2.364 2.044 8.557
H 1.814 2.486 6.927
H 4.690 2.729 7.936
H 3.559 4.083 7.721
H 3.564 3.578 5.497
H 3.593 0.970 6.285
C -7.071 -3.915 -0.378
C -6.002 -3.134 -1.111
O -5.170 -2.439 -0.180
O -7.856 -3.056 0.432
H -7.739 -4.409 -1.084
H -6.603 -4.682 0.254
H -6.461 -2.366 -1.733
H -5.401 -3.792 -1.746
H -4.633 -3.090 0.284
H -7.247 -2.406 0.805
C 0.196 5.696 0.620
C 1.142 4.658 0.056
O 0.398 3.517 -0.373
O -0.562 5.144 1.686
H 0.747 6.554 1.007
H -0.486 6.044 -0.167
H 1.813 4.300 0.838
H 1.738 5.067 -0.766
H -0.094 3.769 -1.165
H -0.765 4.235 1.426

Results
- spin multiplicity = 1
- HOMO-LUMO gap (eV) = 8.734
- relative energy (zero: lowest compared OMol25 entry of this formula, charge and spin) (kcal per mole) = 0.00
- HOMO energy (eV) = -8.38
- total charge = 0
- lowest unoccupied orbital energy (eV) = 0.355


# 2
The following is a quantum chemistry calculation of a cluster of 2 separate species, C3BrF3O in total at a distorted geometry, from the OMol25 dataset.

Cartesian coordinates (Å):
C -0.064 0.880 0.152
C 0.832 1.706 0.555
C -0.816 -2.650 -0.964
O -1.386 -3.594 -1.315
F -1.076 0.926 -0.684
F 0.805 3.049 0.450
F 2.050 1.518 1.146
Br -0.346 -1.835 0.660

Results
- spin multiplicity = 1
- HOMO-LUMO gap (spin up / spin down) (eV) = 8.616 / 7.585
- relative energy (zero: lowest compared OMol25 entry of this formula, charge and spin) (kcal per mole) = 7.65
- HOMO energy (spin up / spin down) (eV) = -9.98 / -8.97
- total charge = 0
- lowest unoccupied orbital energy (spin up / spin down) (eV) = -1.364 / -1.389


# 3
The following is a quantum chemistry calculation of a structure of composition C42H45AlGeN5O4S2, from the OMol25 dataset.

Cartesian coordinates (Å):
Al 0.468 -1.842 0.307
C 4.550 -1.935 -1.074
C 3.088 -1.742 -0.867
N 2.513 -1.663 0.282
N 3.240 -1.820 1.411
C 2.515 -1.652 2.491
N 3.140 -1.840 3.671
S 0.861 -1.137 2.539
C 2.161 -1.617 -1.996
C 2.580 -1.623 -3.318
C 1.639 -1.456 -4.318
C 0.305 -1.309 -3.973
C -0.039 -1.343 -2.635
N 0.864 -1.477 -1.666
H 5.042 -2.038 -0.111
H 4.981 -1.085 -1.607
H 4.733 -2.830 -1.669
H 4.049 -2.267 3.665
H 2.584 -1.879 4.507
H 3.627 -1.741 -3.549
H 1.942 -1.437 -5.355
H -0.464 -1.168 -4.716
H -1.065 -1.264 -2.321
C -5.632 5.863 1.150
C -5.260 4.694 0.282
C -4.061 4.017 0.474
C -3.724 2.937 -0.324
C -4.588 2.525 -1.320
C -5.795 3.178 -1.524
C -6.119 4.260 -0.725
S -4.143 1.176 -2.375
O -5.372 0.607 -2.846
O -3.131 1.611 -3.294
N -3.414 0.071 -1.420
C -4.158 -0.502 -0.313
C -3.557 -1.816 0.165
C -2.153 -1.830 0.747
O -1.890 -2.503 1.708
O -1.219 -1.152 0.091
H -4.901 6.012 1.941
H -6.608 5.710 1.609
H -5.687 6.780 0.562
H -3.386 4.327 1.261
H -2.802 2.404 -0.150
H -6.464 2.826 -2.295
H -7.061 4.772 -0.877
H -2.469 0.317 -1.155
H -5.171 -0.699 -0.665
H -4.225 0.219 0.513
H -3.522 -2.512 -0.678
H -4.214 -2.243 0.923
C 1.931 2.863 -3.878
C 2.808 1.949 -3.312
C 2.630 1.538 -2.001
C 1.574 2.027 -1.231
C 0.708 2.947 -1.812
C 0.885 3.367 -3.122
Ge 1.395 1.384 0.625
C 3.109 1.845 1.486
C 4.092 2.583 0.829
C 5.262 2.952 1.479
C 5.472 2.585 2.798
C 4.498 1.861 3.470
C 3.330 1.500 2.819
C 0.050 2.309 1.732
C 0.414 3.460 2.431
C -0.445 4.024 3.364
C -1.677 3.440 3.620
C -2.051 2.296 2.933
C -1.191 1.736 2.001
H 2.068 3.187 -4.900
H 3.634 1.559 -3.892
H 3.339 0.844 -1.562
H -0.110 3.357 -1.242
H 0.202 4.089 -3.549
H 3.944 2.896 -0.197
H 6.004 3.536 0.953
H 6.383 2.872 3.304
H 4.647 1.579 4.503
H 2.569 0.958 3.366
H 1.376 3.924 2.249
H -0.144 4.912 3.902
H -2.339 3.872 4.358
H -3.006 1.828 3.135
H -1.486 0.832 1.482
C 0.687 -6.937 -1.262
C 0.505 -6.452 0.182
C -0.834 -6.958 0.734
C 1.654 -6.971 1.053
C 0.504 -4.984 0.202
C 0.505 -3.772 0.223
H 0.658 -8.026 -1.300
H 1.644 -6.599 -1.660
H -0.105 -6.544 -1.899
H -0.845 -8.049 0.749
H -1.660 -6.608 0.116
H -0.993 -6.591 1.747
H 1.660 -8.062 1.055
H 1.544 -6.622 2.079
H 2.613 -6.618 0.675

Results
- spin multiplicity = 2
- ⟨S²⟩ = 0.76
- HOMO-LUMO gap (spin up / spin down) (eV) = 6.151 / 7.190
- relative energy (zero: lowest compared OMol25 entry of this formula, charge and spin) (kcal per mole) = 32.59
- HOMO energy (spin up / spin down) (eV) = -6.77 / -8.34
- total charge = 0
- lowest unoccupied orbital energy (spin up / spin down) (eV) = -0.619 / -1.149


# 4
The following is a quantum chemistry calculation of a structure of composition C25H25N7O5Zn at a distorted geometry, from the OMol25 dataset.

Cartesian coordinates (Å):
Zn 0.348 -0.352 0.193
O 5.110 -2.290 3.392
C 4.065 -1.844 2.687
C 4.240 -1.347 1.421
C 3.118 -0.903 0.769
N 1.939 -0.770 1.323
C 1.735 -1.267 2.564
C 2.787 -1.828 3.246
C 0.292 -1.118 3.019
O -0.143 -1.606 4.046
O -0.424 -0.493 2.146
C 3.217 -0.427 -0.709
O 4.296 -0.504 -1.289
O 2.066 -0.146 -1.153
H 5.891 -2.508 2.809
H 5.171 -1.258 0.928
H 2.561 -2.097 4.296
N -1.609 -4.714 3.076
C -0.427 -4.045 3.149
N -0.080 -3.626 1.915
C -1.150 -3.934 1.153
N -2.078 -4.654 1.780
C -1.221 -3.472 -0.182
C -2.016 -4.171 -1.055
N -1.872 -4.062 -2.346
C -1.028 -3.205 -2.844
C -0.152 -2.446 -1.998
N -0.387 -2.471 -0.687
H -2.089 -5.201 3.829
H 0.161 -3.893 4.029
H -2.783 -4.862 -0.658
H -1.068 -3.060 -3.924
H 0.632 -1.758 -2.408
C -2.019 1.837 -4.698
C -1.201 1.550 -3.427
C 0.374 1.641 -3.699
C -1.608 2.364 -2.241
C -2.468 3.431 -2.319
C -2.791 4.140 -1.172
C -2.137 3.991 0.059
C -1.162 3.015 0.182
C -0.395 2.753 1.445
C -0.981 3.531 2.625
C 1.183 3.004 1.338
C -1.054 1.965 -0.885
N -0.779 0.766 -0.752
H -1.871 0.985 -5.441
H -1.662 2.755 -5.214
H -3.100 1.895 -4.533
H -1.222 0.482 -3.072
H 0.799 2.652 -3.683
H 0.472 1.208 -4.728
H 0.810 1.043 -2.932
H -2.832 3.722 -3.296
H -3.643 4.867 -1.209
H -2.500 4.556 0.905
H -0.455 1.648 1.543
H -0.642 4.592 2.561
H -0.707 3.258 3.645
H -2.077 3.435 2.598
H 1.345 4.076 1.141
H 1.611 2.504 0.457
H 1.613 2.667 2.281

Results
- spin multiplicity = 1
- HOMO-LUMO gap (eV) = 2.835
- HOMO energy (eV) = 1.14
- total charge = -2
- lowest unoccupied orbital energy (eV) = 3.972


Number 1: electronic energy -3193.00308 Eh. Number 2: electronic energy -3062.95260 Eh. Number 3: electronic energy -5318.04283 Eh. Number 4: electronic energy -3506.50258 Eh.